Computed, not measured: 8 unconnected molecules or ions with the total composition C32H84N16O4P4 at a distorted geometry, with the ωB97M-V functional and the def2-TZVPD basis.

- <S²> = 0.76
- calculated total energy (eV) = -103725.428
- strongest force on any atom (eV Å⁻¹) = 4.09
- orbital gap (spin up / spin down) (eV) = 7.001 / 2.348
- E_HOMO (spin up / spin down) (eV) = -9.7 / -9.7

Geometry as ORCA input:
```
! RIJCOSX wB97M-V def2-TZVPD def2/J DEFGRID3
* xyz 1 2
O -4.3604 4.9235 4.9529
P -4.1491 3.5448 5.5995
N -4.5335 3.5223 7.2792
C -4.9307 4.7705 7.8169
C -4.1365 2.5171 8.2988
N -2.5080 3.0639 5.6249
C -1.6862 3.9231 6.5214
C -1.8259 2.7276 4.4074
N -5.0974 2.2993 4.9343
C -5.2075 2.3528 3.4432
C -5.4550 1.0849 5.5508
H -5.6160 5.1515 7.0598
H -4.1661 5.5462 7.8599
H -5.5257 4.6152 8.7169
H -3.1532 2.1006 8.0804
H -4.8638 1.7146 8.4218
H -4.0647 2.8876 9.3214
H -1.7863 4.9841 6.2924
H -1.8780 3.7180 7.5746
H -0.6901 3.5228 6.3325
H -2.0031 3.3281 3.5151
H -0.7648 2.8443 4.6276
H -1.9567 1.6720 4.1696
H -5.2578 3.3440 2.9925
H -4.3006 1.9816 2.9658
H -6.0336 1.7198 3.1193
H -6.5118 0.8294 5.4732
H -5.2163 1.0529 6.6139
H -4.9672 0.2091 5.1227
O -4.0330 -0.5667 -7.6977
P -3.2314 -1.3167 -6.6985
N -3.7643 -2.9329 -6.6842
C -4.3074 -3.5837 -7.8354
C -3.4221 -3.8386 -5.5867
N -3.3209 -0.6572 -5.1371
C -2.4690 -1.0985 -3.9999
C -4.5985 -0.1061 -4.6688
N -1.5310 -1.3601 -6.8812
C -0.9182 -2.4399 -7.6794
C -0.8412 -0.1165 -6.8031
H -4.7955 -2.8298 -8.4531
H -5.0900 -4.2746 -7.5218
H -3.6156 -4.1122 -8.4913
H -4.0507 -4.7270 -5.5259
H -3.4911 -3.4147 -4.5849
H -2.4012 -4.1809 -5.7563
H -3.0985 -1.7724 -3.4189
H -1.5431 -1.5267 -4.3839
H -2.2130 -0.2218 -3.4050
H -4.4711 0.7367 -3.9894
H -5.0612 0.2972 -5.5695
H -5.1402 -0.9367 -4.2162
H -1.0769 -3.4827 -7.4048
H -1.1068 -2.1975 -8.7252
H 0.1614 -2.2899 -7.6794
H -0.8516 0.2719 -5.7847
H -1.3733 0.6940 -7.3010
H 0.2048 -0.1260 -7.1096
O 7.1573 3.6399 -1.2364
P 5.8128 2.9968 -1.3763
N 4.4936 4.0719 -1.7602
C 3.1174 3.7559 -1.9338
C 4.8227 5.4298 -2.0767
N 5.2744 1.9809 -0.0321
C 4.7625 2.6878 1.1353
C 6.2242 0.9223 0.3930
N 5.5422 1.9426 -2.6873
C 6.1660 2.3608 -3.8839
C 4.5332 0.8768 -2.7939
H 3.0517 2.6680 -1.9173
H 2.8125 4.0508 -2.9378
H 2.3749 4.1438 -1.2365
H 4.2111 6.0874 -1.4589
H 4.9438 5.6942 -3.1271
H 5.7522 5.7370 -1.5973
H 5.5130 2.9389 1.8849
H 4.3491 3.6730 0.9194
H 3.8694 2.1820 1.5023
H 7.0790 1.3385 0.9260
H 5.6090 0.3560 1.0923
H 6.7229 0.3514 -0.3903
H 6.9917 3.0298 -3.6414
H 6.5151 1.5743 -4.5530
H 5.4206 2.9865 -4.3748
H 3.5673 1.1661 -3.2080
H 4.2418 0.3689 -1.8746
H 4.9697 0.0602 -3.3690
O 0.4257 -0.1207 3.3106
P 0.4658 -0.2045 1.7994
N -1.1080 -0.6361 1.0975
C -1.5073 -0.6274 -0.2837
C -2.2539 -0.1636 1.8228
N 1.5590 -1.3553 1.2245
C 2.9769 -1.2606 1.2374
C 1.1341 -2.7238 0.9085
N 0.9643 1.3049 1.0742
C 0.3569 2.5232 1.7819
C 0.7893 1.4925 -0.4330
H -2.2178 0.1881 -0.4187
H -2.1469 -1.4790 -0.5156
H -0.6987 -0.6527 -1.0142
H -3.1176 -0.6515 1.3710
H -2.2053 0.9222 1.7405
H -2.3119 -0.4972 2.8589
H 3.4192 -0.3335 0.8731
H 3.4201 -1.3395 2.2301
H 3.4957 -1.9837 0.6081
H 1.5861 -3.3922 1.6413
H 0.0837 -2.8919 1.1463
H 1.2793 -2.9897 -0.1385
H -0.6568 2.6069 1.3901
H 0.3512 2.3590 2.8594
H 0.8129 3.4990 1.6144
H 0.9937 0.5430 -0.9278
H 1.4974 2.2601 -0.7452
H -0.2503 1.7509 -0.6346
C 5.7117 -2.8919 3.3024
C 4.3828 -3.4774 3.4611
N 3.3136 -3.8913 3.5501
H 6.2070 -2.6564 2.3604
H 6.2803 -3.3812 4.0933
H 5.6107 -1.9189 3.7832
C -0.1954 -4.7384 3.5188
C -0.6462 -4.8097 4.9485
N -0.9582 -4.8894 6.0728
H 0.5309 -3.9324 3.4144
H -1.0011 -4.3699 2.8838
H 0.0596 -5.6965 3.0660
C -1.3629 -6.7574 -2.1242
C -1.2048 -5.5411 -1.3579
N -0.9816 -4.5795 -0.7676
H -1.5810 -6.4273 -3.1399
H -2.1492 -7.3670 -1.6789
H -0.4086 -7.2763 -2.0338
C 2.8764 -4.1881 -2.1709
C 3.8743 -3.8944 -1.0801
N 4.6909 -3.5982 -0.3621
H 3.1036 -5.2286 -2.4028
H 3.0647 -3.5346 -3.0227
H 1.8417 -4.0150 -1.8748
*
```